Record 1
42
Properties=species:S:1:pos:R:3 method="wB97M-V/def2-TZVPD" e_tot_ev=-34714.8980 charge=+2 fmax_ha_per_bohr=0.010 gap_ev=8.02 e_homo_ev=-16.2 relative_energy_kj_mol=0.0
Pd 0.697 0.832 0.263
C 3.179 -0.239 2.826
C 2.598 0.853 1.994
C 1.696 1.775 2.509
C 1.116 2.711 1.638
C 1.598 2.914 0.316
C 2.614 2.080 -0.172
C 2.961 0.967 0.608
H 4.022 0.165 3.394
H 3.554 -1.056 2.213
H 2.457 -0.625 3.544
H 1.379 1.732 3.543
H 0.320 3.352 1.996
H 1.205 3.724 -0.281
H 3.015 2.205 -1.168
H 3.631 0.221 0.201
N -6.609 1.207 -0.591
C -5.470 1.162 -0.461
C -4.046 1.106 -0.298
C -3.202 1.671 -1.251
C -1.840 1.593 -1.058
N -1.306 0.986 0.014
C -2.115 0.438 0.933
C -3.488 0.481 0.815
H -3.599 2.167 -2.126
H -1.148 2.025 -1.768
H -1.638 -0.052 1.771
H -4.113 0.036 1.577
C 1.063 -1.591 -2.637
P 0.279 -2.127 -1.121
C 0.894 -3.744 -0.691
C -1.481 -2.255 -1.428
O 0.579 -1.174 0.053
H 0.713 -2.197 -3.474
H 2.146 -1.693 -2.560
H 0.815 -0.548 -2.839
H 0.704 -4.441 -1.509
H 0.393 -4.104 0.207
H 1.967 -3.693 -0.509
H -1.677 -3.056 -2.142
H -1.870 -1.323 -1.839
H -1.996 -2.485 -0.495



Record 2
10
Properties=species:S:1:pos:R:3 method="wB97M-V/def2-TZVPD" e_tot_ev=-9208.4115 charge=0 smiles="C=CNON=O" fmax_ha_per_bohr=0.073 gap_ev="8.71 / 8.70" e_homo_ev="-8.9 / -8.9" relative_energy_kj_mol=657.2
C -1.326 -0.116 1.173
C -0.271 0.563 0.887
N 0.801 0.149 0.152
O 0.736 -0.805 -0.826
N 1.202 -0.370 -2.053
O 1.225 -1.284 -2.833
H -1.564 -1.014 0.681
H -2.058 0.418 1.849
H -0.026 1.518 1.154
H 1.281 0.941 -0.185



Record 3
82
Properties=species:S:1:pos:R:3 method="wB97M-V/def2-TZVPD" e_tot_ev=-213866.9615 charge=+1 fmax_ha_per_bohr=0.021 gap_ev="6.16 / 6.40" spin_multiplicity=2 e_homo_ev="-9.7 / -9.9"
Re 0.084 0.325 -0.224
O -2.621 2.269 2.298
C -3.497 1.260 2.768
C -3.232 -0.157 2.219
C -4.332 -0.993 2.906
O -4.282 -2.369 2.575
C -1.887 -0.754 2.645
Se -0.225 0.174 2.175
C -3.409 -0.365 0.709
Se -2.319 0.583 -0.629
H -2.894 3.111 2.677
H -4.532 1.521 2.519
H -3.418 1.206 3.861
H -5.310 -0.560 2.672
H -4.190 -0.939 3.987
H -4.687 -2.509 1.715
H -1.795 -1.759 2.236
H -1.846 -0.828 3.731
H -4.437 -0.136 0.421
H -3.215 -1.413 0.496
C -1.048 3.261 -2.089
C -0.162 3.519 -0.917
N 0.401 2.680 -0.060
C 1.133 3.391 0.917
C 1.108 4.735 0.743
S 0.186 5.164 -0.610
C 1.870 2.819 2.066
C 2.511 3.575 3.005
S 3.237 2.572 4.174
C 2.633 1.180 3.349
N 1.960 1.473 2.282
C 2.864 -0.208 3.855
H -0.762 2.356 -2.611
H -0.996 4.104 -2.777
H -2.077 3.146 -1.757
H 1.581 5.488 1.352
H 2.582 4.649 3.086
H 3.356 -0.198 4.827
H 3.480 -0.772 3.154
H 1.907 -0.725 3.943
C 3.851 1.217 -0.558
C 3.413 -0.193 -0.280
C 4.342 -1.218 -0.202
C 3.897 -2.533 -0.112
C 2.548 -2.818 -0.161
C 1.652 -1.746 -0.248
N 2.103 -0.471 -0.220
N 0.296 -1.751 -0.411
Si -0.509 -3.252 -0.862
C 0.416 -3.969 -2.338
C -0.524 -4.451 0.572
C -2.299 -3.008 -1.370
H 4.383 1.242 -1.511
H 4.531 1.586 0.210
H 2.996 1.882 -0.629
H 5.397 -0.978 -0.240
H 4.616 -3.342 -0.039
H 2.185 -3.837 -0.146
H 1.114 -4.757 -2.041
H 0.990 -3.201 -2.866
H -0.293 -4.413 -3.042
H 0.468 -4.698 0.956
H -0.994 -5.384 0.242
H -1.115 -4.058 1.405
H -2.556 -1.971 -1.583
H -2.964 -3.368 -0.577
H -2.516 -3.604 -2.263
C 1.404 0.176 -5.747
N 0.144 -0.142 -5.109
C -1.035 -0.516 -5.894
C -2.095 -0.794 -4.817
N -1.441 -0.284 -3.612
C -0.166 0.028 -3.818
S 0.931 0.566 -2.637
H 1.331 1.104 -6.318
H 1.683 -0.632 -6.423
H 2.175 0.286 -4.990
H -0.823 -1.390 -6.507
H -1.318 0.305 -6.555
H -2.308 -1.859 -4.718
H -3.028 -0.269 -5.006
H -1.856 -0.284 -2.684



Record 4
46
Properties=species:S:1:pos:R:3 method="wB97M-V/def2-TZVPD" e_tot_ev=-120528.7688 charge=-1 fmax_ha_per_bohr=0.010 gap_ev=5.95 e_homo_ev=-4.9 relative_energy_kj_mol=0.0
Ca 0.209 0.468 0.035
O 2.737 0.935 -3.462
C 2.230 0.788 -2.354
O 1.026 0.495 -2.063
C 3.138 0.977 -1.129
C 4.523 1.035 -1.197
C 5.227 1.210 -0.012
C 4.543 1.342 1.192
C 3.159 1.274 1.166
N 2.504 1.079 0.030
C 2.247 1.442 2.395
O 2.791 1.628 3.479
O 0.999 1.394 2.130
H 5.004 0.951 -2.161
H 6.309 1.252 -0.026
H 5.042 1.493 2.138
C 1.147 -5.365 0.354
C 1.818 -4.125 0.345
C 1.098 -2.962 0.348
C -0.322 -2.944 0.359
C -1.032 -1.694 0.363
C -2.409 -1.818 0.383
C -3.092 -3.059 0.397
C -2.397 -4.233 0.389
C -0.981 -4.205 0.371
C -0.219 -5.399 0.367
H 1.717 -6.287 0.352
H 2.900 -4.095 0.336
H 1.632 -2.016 0.346
H -3.036 -0.926 0.393
H -4.178 -3.073 0.413
H -2.907 -5.191 0.398
H -0.745 -6.348 0.376
Se -0.353 3.804 1.272
N -0.906 2.647 0.030
C -2.114 3.023 -0.347
C -2.911 2.331 -1.312
C -4.143 2.816 -1.596
C -4.657 3.997 -0.964
C -3.933 4.687 -0.051
C -2.626 4.215 0.284
N -1.810 4.789 1.148
H -2.518 1.444 -1.793
H -4.763 2.305 -2.322
H -5.649 4.337 -1.235
H -4.304 5.580 0.432



Record 5
37
Properties=species:S:1:pos:R:3 method="wB97M-V/def2-TZVPD" e_tot_ev=-90993.5504 charge=0 fmax_ha_per_bohr=0.060 gap_ev="6.17 / 4.88" spin_multiplicity=5 e_homo_ev="-7.0 / -7.0" relative_energy_kj_mol=0.0
C -0.306 -1.016 -1.786
C 0.597 0.009 -2.207
C 1.909 -0.294 -1.651
H 0.393 0.737 -3.000
C 1.664 -1.308 -0.601
C 0.319 -1.771 -0.787
H -0.089 -2.643 -0.288
H -1.265 -1.232 -2.242
H 2.868 -0.109 -2.104
H 2.420 -1.803 -0.008
Ru 1.294 0.697 -0.062
Br 0.622 2.896 -0.478
C -1.887 0.578 1.319
C -1.851 -0.849 1.477
C -2.973 -1.399 0.787
H -1.074 -1.436 1.955
C -3.603 -0.328 0.073
C -2.972 0.890 0.426
H -3.175 1.876 0.064
H -1.218 1.359 1.670
H -3.233 -2.458 0.740
H -4.454 -0.401 -0.598
C 1.451 2.021 3.162
C 2.711 1.606 2.558
C 4.001 1.748 3.115
C 4.900 1.137 2.252
C 4.161 0.592 1.184
C 4.721 -0.121 0.035
N 2.837 0.937 1.364
H 0.872 2.659 2.491
H 1.687 2.594 4.068
H 0.846 1.158 3.466
H 4.191 2.269 4.034
H 5.977 1.103 2.333
H 4.946 0.601 -0.767
H 5.670 -0.619 0.297
H 4.060 -0.891 -0.358



Record 6
12
Properties=species:S:1:pos:R:3 method="wB97M-V/def2-TZVPD" e_tot_ev=-18596.4309 charge=0 fmax_ha_per_bohr=0.124 gap_ev="7.66 / 7.41" e_homo_ev="-7.5 / -7.4" relative_energy_kj_mol=529.5
C 2.090 0.254 0.201
C 1.881 0.852 -1.016
C -0.368 0.026 -0.192
C -1.717 -0.192 0.315
N 1.145 -0.377 0.837
O 1.198 -1.177 1.718
S 0.225 1.097 -1.371
H 3.169 0.341 0.583
H 2.795 1.342 -1.540
H -1.698 -1.205 0.607
H -1.919 0.378 1.229
H -2.643 0.086 -0.367



Please write out number 1 again, unchanged.
42
Properties=species:S:1:pos:R:3 method="wB97M-V/def2-TZVPD" e_tot_ev=-34714.8980 charge=+2 fmax_ha_per_bohr=0.010 gap_ev=8.02 e_homo_ev=-16.2 relative_energy_kj_mol=0.0
Pd 0.697 0.832 0.263
C 3.179 -0.239 2.826
C 2.598 0.853 1.994
C 1.696 1.775 2.509
C 1.116 2.711 1.638
C 1.598 2.914 0.316
C 2.614 2.080 -0.172
C 2.961 0.967 0.608
H 4.022 0.165 3.394
H 3.554 -1.056 2.213
H 2.457 -0.625 3.544
H 1.379 1.732 3.543
H 0.320 3.352 1.996
H 1.205 3.724 -0.281
H 3.015 2.205 -1.168
H 3.631 0.221 0.201
N -6.609 1.207 -0.591
C -5.470 1.162 -0.461
C -4.046 1.106 -0.298
C -3.202 1.671 -1.251
C -1.840 1.593 -1.058
N -1.306 0.986 0.014
C -2.115 0.438 0.933
C -3.488 0.481 0.815
H -3.599 2.167 -2.126
H -1.148 2.025 -1.768
H -1.638 -0.052 1.771
H -4.113 0.036 1.577
C 1.063 -1.591 -2.637
P 0.279 -2.127 -1.121
C 0.894 -3.744 -0.691
C -1.481 -2.255 -1.428
O 0.579 -1.174 0.053
H 0.713 -2.197 -3.474
H 2.146 -1.693 -2.560
H 0.815 -0.548 -2.839
H 0.704 -4.441 -1.509
H 0.393 -4.104 0.207
H 1.967 -3.693 -0.509
H -1.677 -3.056 -2.142
H -1.870 -1.323 -1.839
H -1.996 -2.485 -0.495